1.
DFT (ωB97M-V/def2-TZVPD) results for a molecular structure, C24H25N6O2RbS3.

Values from the calculation:
2S+1: 1
Lowest unoccupied orbital energy: -0.6 eV
HOMO energy: -5.877 eV
Energy above the lowest of the compared OMol25 structures with the same formula, charge and spin: 0.00 kJ/mol
HOMO-LUMO gap: 0.1929 hartree
Electronic energy: -71489.797 eV

```
61
Properties=species:S:1:pos:R:3:nbo_charge:R:1
N 0.66457 -0.45192 3.13391 -0.469
H -2.48882 -3.22912 -2.69007 0.379
N -3.82497 -3.47842 -0.68543 -0.783
H -0.70950 3.24860 5.79853 0.218
C 3.49496 -3.51069 4.28374 -0.294
C -1.81042 4.09455 0.00533 -0.230
C -0.62789 -1.79828 -3.38220 0.208
C 1.72012 0.22286 -5.51306 -0.160
C 2.82532 -3.04917 1.66568 0.389
H 0.27281 -3.28500 -4.66673 0.246
S -0.54637 0.97662 5.12306 0.319
C 0.25910 4.79602 -1.70495 -0.233
H -1.16064 4.41644 -3.29026 0.216
N -1.34664 -1.54653 -2.32225 -0.193
H 1.03686 5.10358 -2.39579 0.214
C -2.47222 2.90057 4.56056 -0.542
N -2.25268 -2.52349 -1.98537 -0.463
H -2.62782 3.89930 0.67742 0.228
C 1.33692 1.25957 -3.42543 0.052
C -2.01725 4.07134 -1.34841 -0.220
H 3.85522 -4.81265 1.18136 0.210
C 3.90888 -4.43152 3.30117 -0.177
C -0.98500 4.43299 -2.22248 -0.222
H 1.41512 2.13453 -2.77364 0.200
H -0.69627 -3.94473 -3.32238 0.239
Rb -0.67247 0.69979 -0.44838 0.922
N -0.30228 0.23589 2.62533 -0.320
H 4.44259 -5.32733 3.59019 0.203
C 0.83705 -0.76846 -5.15640 -0.231
C -3.18025 -2.33023 -0.96409 0.274
H -2.99792 3.79566 -1.70176 0.217
H -3.50139 2.74724 4.91224 0.223
H 3.81105 -3.69804 5.32413 0.201
H -2.38100 3.96840 4.34256 0.220
H 2.79379 1.94861 -4.81561 0.227
C 3.60655 -4.17712 1.99678 -0.304
H -1.53109 -3.23866 -4.76762 0.231
H -1.94604 2.19128 6.54068 0.227
C -0.96842 1.03362 3.48053 -0.221
H 2.15182 0.18414 -6.49229 0.222
H 0.56014 -1.53862 -5.84953 0.218
O 1.09197 -1.05856 0.94760 -0.760
S -2.32773 2.01578 3.00288 0.255
H 2.40395 -1.75596 4.80361 0.225
H 1.42766 5.17716 0.08460 0.222
C -1.44909 2.46931 5.61616 -0.551
H 1.78507 -2.02285 0.48284 0.484
C 2.30273 -2.15974 2.66896 -0.254
C 1.32477 -1.15060 2.20552 0.614
C -0.64123 -3.13741 -4.09045 -0.704
C -0.56751 4.45520 0.52334 -0.214
N 0.49557 0.30590 -3.03530 -0.435
H -4.48244 -3.47100 0.08257 0.422
C 2.72699 -2.40634 3.99689 -0.135
O 2.53164 -2.86030 0.41246 -0.718
C 0.47426 4.82269 -0.33231 -0.206
S -3.44870 -0.95087 -0.08717 -0.214
H -0.36736 4.38399 1.58306 0.227
H -3.51140 -4.36586 -1.00052 0.392
C 2.02378 1.22446 -4.61960 -0.246
C 0.26152 -0.73668 -3.86424 0.153
```


2.
DFT (ωB97M-V/def2-TZVPD) results for a molecular structure, C13H21BN6PdS.

Values from the calculation:
2S+1: 1
Lowest unoccupied orbital energy (spin up / spin down): -1.6 / -1.7 eV
HOMO energy (spin up / spin down): -8.359 / -8.409 eV
Energy above the lowest of the compared OMol25 structures with the same formula, charge and spin: 211.37 kJ/mol
HOMO-LUMO gap (spin up / spin down): 0.2486 / 0.2456 hartree
Electronic energy: -37749.862 eV

```
43
Properties=species:S:1:pos:R:3:nbo_charge:R:1
H -1.48546 -1.49524 1.19147 0.179
H 1.66105 -3.14756 2.36132 0.198
H 0.97787 -0.03269 0.69106 0.206
N -0.64388 2.93604 1.03784 -0.207
N -1.48752 3.92211 2.80500 -0.251
C 0.97507 4.01326 2.63667 -0.670
H 2.24128 -1.24499 1.07510 0.204
C -0.01460 -3.33905 -2.61409 -0.193
H 1.50078 4.63369 1.91017 0.236
H 0.00233 2.61910 -0.83997 0.440
Pd -1.07974 0.39733 -1.01021 0.741
B 0.31274 0.32301 -4.77330 -0.622
H 0.88232 4.56051 3.56957 0.263
C -0.38924 -1.54803 -1.05696 0.018
C -0.17212 1.08398 -3.54107 0.405
H 1.20624 2.73406 0.35054 0.391
H 0.23626 -3.06601 3.40883 0.201
H -3.43404 3.38953 2.38399 0.436
C 1.51696 -2.97811 -0.79519 -0.197
H -1.69893 -2.01443 -2.71332 0.232
H 2.41047 -3.24799 -0.24923 0.211
H 0.68242 1.08941 -5.61616 0.038
C 0.60408 -2.88849 2.39816 -0.417
H 1.55289 3.10677 2.82346 0.240
H 1.74472 -4.49988 -2.27855 0.216
H -0.62050 -0.29691 -5.19820 0.018
C -1.99603 2.68872 1.00043 0.204
C 1.17551 -1.10410 0.87299 -0.235
C 1.13575 -3.68163 -1.92431 -0.204
H -0.97391 0.02338 1.98867 0.187
H -0.29481 -3.89317 -3.49865 0.223
C -0.92784 -1.06824 2.04992 -0.418
N 0.26850 2.40657 0.14062 -0.663
S -2.87635 1.78409 -0.08677 -0.237
N -2.47396 3.34989 2.08401 -0.358
C -0.78920 -2.27581 -2.17328 -0.274
N -0.44383 1.71779 -2.59464 -0.728
N 0.45588 -1.48087 2.08418 -0.431
C -0.38571 3.66475 2.17050 0.346
H -1.42421 -1.38407 2.96521 0.209
C 0.76595 -1.89303 -0.35903 -0.140
H 0.05843 -3.54089 1.70383 0.177
H 1.24438 -0.32278 -4.38062 0.025
```


3.
DFT (ωB97M-V/def2-TZVPD) results for 2 unconnected molecules or ions with the total composition C4H9NO.

Values from the calculation:
2S+1: 1
Lowest unoccupied orbital energy: 0.5 eV
HOMO energy: -7.438 eV
Energy above the lowest of the compared OMol25 structures with the same formula, charge and spin: 325.00 kJ/mol
HOMO-LUMO gap: 0.2919 hartree
SMILES: C=C/C=C/N.O
Electronic energy: -7828.952 eV

```
15
Properties=species:S:1:pos:R:3:nbo_charge:R:1
H 0.25805 0.41281 -1.49849 0.373
H 0.99472 1.84513 -0.82971 0.391
C 0.08122 0.43908 0.48457 0.069
C 0.11460 0.33573 4.09930 -0.421
H 0.96847 1.89783 1.82063 0.214
O -0.82140 -2.15684 -6.16237 -0.924
C 0.04730 0.05721 2.76580 -0.223
H -1.67540 -2.46780 -5.82201 0.463
H 0.12150 1.35349 4.61335 0.194
H -0.98942 -1.16767 -5.97769 0.462
H 0.06531 -0.95749 2.53267 0.201
H -0.63834 -0.25217 0.27414 0.178
C 0.30610 1.00326 1.74653 -0.361
N 0.60677 0.86894 -0.75596 -0.805
H -0.07635 -0.50367 4.90058 0.190
```


4.
DFT (ωB97M-V/def2-TZVPD) results for a molecular structure, C26H30BrF4IN2OPRuS2.

Values from the calculation:
2S+1: 2
Lowest unoccupied orbital energy (spin up / spin down): -8.4 / -7.1 eV
HOMO energy (spin up / spin down): -13.628 / -13.777 eV
Energy above the lowest of the compared OMol25 structures with the same formula, charge and spin: 274.22 kJ/mol
Net charge: +2
HOMO-LUMO gap (spin up / spin down): 0.1937 / 0.2452 hartree
Electronic energy: -155014.007 eV

```
69
Properties=species:S:1:pos:R:3:lowdin_spin:R:1
C -1.20499 3.31488 -4.66249 0.001
H 3.04378 2.17571 2.40896 -0.001
H -2.73476 4.80270 -4.72721 -0.001
C -5.10041 -2.83992 -2.68462 0.000
H 2.45441 -4.24024 -2.21299 0.000
H -3.75197 1.22581 -2.63559 0.000
H 1.86943 -1.97221 3.32570 0.001
C -0.21383 -1.07016 -4.17209 -0.014
H 1.19666 1.67664 3.87567 0.000
C 2.60988 -0.42732 2.01785 -0.001
H 1.44524 -5.55092 0.16195 0.000
H -2.12983 0.54719 3.92314 0.000
C 1.26664 -2.41254 -6.09694 -0.003
C -4.54969 -2.48354 -3.91759 0.000
C 2.96987 -3.61972 -1.48890 0.002
H 1.93202 -3.66987 -4.50420 0.000
H -4.35839 3.45302 -3.45787 0.000
H 2.68570 0.79580 0.40030 0.001
C -1.77359 1.28022 -3.50959 -0.011
H 0.63156 -2.43800 -2.77028 0.000
H -1.79818 -1.34117 2.59706 0.000
H 2.95256 -1.19869 1.32255 0.000
F -5.14070 -2.84862 -5.03996 0.000
C 0.84301 -4.70459 -0.15221 0.002
N 2.10169 0.69260 1.23104 -0.029
C 2.08484 1.99218 1.90708 -0.002
Ru -0.04661 0.08826 0.01593 1.245
H 3.82514 -4.15287 -1.08732 0.000
H -0.48579 3.89749 -5.21348 0.000
H -0.88394 0.17483 -5.80316 0.000
F -4.99738 -2.68621 -0.32752 -0.001
N 0.24360 -1.14519 2.23616 0.038
H 0.48167 -4.86234 -1.16217 0.000
H 0.00562 -4.58279 0.52693 0.000
C -3.03728 1.79116 -3.21876 -0.006
C -4.48454 -2.39263 -1.51477 -0.001
H 3.46199 -0.11963 2.64050 -0.001
C 0.47533 -1.33188 -6.45338 -0.001
H -0.78340 -1.71384 3.99502 0.001
H 0.21079 -2.04999 1.76906 0.000
C -0.90091 -1.03709 3.13811 0.001
F -2.89216 -1.39293 -5.15424 0.000
H 3.30258 -2.69649 -1.95343 0.000
S -0.69200 1.65260 2.39246 0.007
O 0.98146 -2.08881 -0.55162 0.037
I 0.33681 2.45805 -1.11964 -0.111
C 1.31916 -2.82314 -4.77257 0.000
C -0.84483 2.06576 -4.19891 -0.014
C -2.73867 -1.29221 -2.80571 -0.014
H 0.89839 3.25159 3.14749 0.000
C -0.26001 -0.65172 -5.50203 -0.005
C 0.98112 2.18420 2.93967 0.001
C -3.38293 3.05081 -3.67784 -0.001
C -3.32926 -1.62413 -1.59023 -0.001
C 0.59146 -2.14888 -3.81071 -0.003
F -6.19455 -3.57315 -2.62747 0.000
H 1.38560 -0.35095 3.79052 0.000
H 0.42074 -1.01762 -7.48484 0.000
C -2.47414 3.81068 -4.39668 -0.010
H 0.15743 1.69325 -4.35972 0.000
H 1.84601 -2.92521 -6.85031 0.000
C -3.38085 -1.72429 -3.96432 -0.003
H 1.96679 2.75977 1.14118 0.000
C 1.52618 -1.00822 2.93477 0.003
C -1.08694 0.39060 3.65319 0.000
Br -2.59473 -0.97029 0.04289 -0.024
H -0.47211 0.60062 4.52596 0.000
S 1.88453 -3.20688 -0.07748 0.006
P -1.18365 -0.29497 -2.83965 -0.088
```


5.
DFT (ωB97M-V/def2-TZVPD) results for a molecular structure, C18H27N2O4P2RuS2.

Values from the calculation:
2S+1: 6
Lowest unoccupied orbital energy (spin up / spin down): -5.6 / -9.6 eV
HOMO energy (spin up / spin down): -11.324 / -14.329 eV
Energy above the lowest of the compared OMol25 structures with the same formula, charge and spin: 81.28 kJ/mol
Net charge: +2
HOMO-LUMO gap (spin up / spin down): 0.2112 / 0.1725 hartree
Electronic energy: -73084.152 eV

```
56
Properties=species:S:1:pos:R:3:lowdin_spin:R:1
H -1.97098 -1.31244 2.91648 0.000
C -1.95427 -0.24343 2.64451 0.018
O -1.85494 3.50747 -1.60516 0.054
C -2.06517 0.79501 -2.05402 0.443
C -4.17015 0.23524 1.53118 0.135
N 1.21954 -2.61758 0.44838 0.261
C 2.29162 -2.00254 0.00731 0.250
O 1.28136 -4.98442 1.46946 0.063
S 1.27116 -4.30624 0.20196 0.021
H -0.53354 3.43724 -0.86899 0.000
O 0.30197 -4.66581 -0.81226 0.058
C -2.86060 0.44748 -0.90626 0.013
H 4.81917 -1.49335 -1.29908 0.015
H 0.96801 2.20619 2.89644 0.001
Ru -0.07202 -0.32533 0.15307 1.250
O 0.17320 2.98670 -0.24337 -0.010
H 1.84723 -0.26342 3.42332 0.001
H -0.68268 -2.21216 -2.07275 0.003
C -4.24182 0.67619 -0.83758 0.135
H -0.09500 1.37479 -0.36359 -0.016
C 3.33503 -2.86339 -0.53217 0.158
H -0.71395 2.20978 3.55834 0.000
H 1.61034 0.74606 -3.21186 0.002
C -0.08632 1.97322 2.68614 0.005
H -2.28597 4.16925 -2.17119 0.001
C -0.23576 -1.45259 -2.74385 0.073
H -4.72890 1.01174 -1.75422 0.004
C 4.52413 -2.53519 -1.20301 0.357
H -2.56723 0.88771 -3.02738 0.018
H 0.43717 -0.69349 4.46277 0.006
H -5.94031 0.76476 0.45349 -0.003
C 3.67637 -5.22560 -0.99889 0.302
H 5.52107 -5.71299 -2.02422 0.004
C 0.85265 -0.72867 3.44616 0.035
H -4.63300 0.12297 2.51704 0.006
H 6.22797 -3.34439 -2.25380 0.002
H 3.33621 -6.24190 -0.88325 0.009
C 5.29771 -3.57263 -1.74362 0.159
P -0.18404 0.20123 2.30599 0.106
H -2.06250 2.57941 -1.97858 0.022
H 0.83091 -1.70654 -2.89643 0.004
H -0.40653 2.53579 1.79041 0.000
H 0.89163 2.19556 -2.42268 0.001
P -0.36464 0.19222 -1.98903 0.148
C -2.80381 0.01615 1.42441 0.030
C 4.88476 -4.91826 -1.63272 0.150
N -2.21614 0.01110 0.22806 0.078
S 2.20191 -0.28388 -0.00145 0.339
H 0.92159 -1.76528 3.08649 0.001
C -4.87755 0.56172 0.38037 -0.007
C 2.91367 -4.19073 -0.47340 0.267
H 0.13371 1.51256 -3.91518 0.001
H -2.31439 0.33587 3.50292 0.003
H 0.99347 3.50177 -0.17746 0.000
C 0.67242 1.27450 -2.98615 0.012
H -0.77535 -1.42234 -3.70506 0.011
```


6.
DFT (ωB97M-V/def2-TZVPD) results for a molecular structure, C3H6S3.

Values from the calculation:
2S+1: 1
Lowest unoccupied orbital energy: -0.4 eV
HOMO energy: -8.844 eV
Energy above the lowest of the compared OMol25 structures with the same formula, charge and spin: 405.53 kJ/mol
HOMO-LUMO gap: 0.3119 hartree
Electronic energy: -35709.656 eV

```
12
Properties=species:S:1:pos:R:3:nbo_charge:R:1
C 1.82185 0.18932 0.72754 -0.594
H 0.15477 -0.99463 -0.82459 0.267
S -0.78611 0.94914 -0.04732 0.417
S 3.35175 -0.45535 -0.08738 -0.053
C 0.62572 0.10444 -0.46852 -0.654
H 3.64938 0.62523 -1.01582 0.138
H 2.15186 1.38088 1.22609 0.256
H 1.34111 0.66830 -1.39388 0.245
H 1.50631 -0.46013 1.86685 0.257
H -1.09428 -1.41291 0.22549 0.208
S -3.31636 -0.42012 0.02790 0.079
C -1.73052 -0.45798 0.01175 -0.567
```


energy above the lowest of the compared OMol25 structures with the same formula, charge and spin of number 3 (C4H9NO)? 325.00 kJ/mol


Copy entry 2 word for word.
DFT (ωB97M-V/def2-TZVPD) results for a molecular structure, C13H21BN6PdS.

Values from the calculation:
2S+1: 1
Lowest unoccupied orbital energy (spin up / spin down): -1.6 / -1.7 eV
HOMO energy (spin up / spin down): -8.359 / -8.409 eV
Energy above the lowest of the compared OMol25 structures with the same formula, charge and spin: 211.37 kJ/mol
HOMO-LUMO gap (spin up / spin down): 0.2486 / 0.2456 hartree
Electronic energy: -37749.862 eV

```
43
Properties=species:S:1:pos:R:3:nbo_charge:R:1
H -1.48546 -1.49524 1.19147 0.179
H 1.66105 -3.14756 2.36132 0.198
H 0.97787 -0.03269 0.69106 0.206
N -0.64388 2.93604 1.03784 -0.207
N -1.48752 3.92211 2.80500 -0.251
C 0.97507 4.01326 2.63667 -0.670
H 2.24128 -1.24499 1.07510 0.204
C -0.01460 -3.33905 -2.61409 -0.193
H 1.50078 4.63369 1.91017 0.236
H 0.00233 2.61910 -0.83997 0.440
Pd -1.07974 0.39733 -1.01021 0.741
B 0.31274 0.32301 -4.77330 -0.622
H 0.88232 4.56051 3.56957 0.263
C -0.38924 -1.54803 -1.05696 0.018
C -0.17212 1.08398 -3.54107 0.405
H 1.20624 2.73406 0.35054 0.391
H 0.23626 -3.06601 3.40883 0.201
H -3.43404 3.38953 2.38399 0.436
C 1.51696 -2.97811 -0.79519 -0.197
H -1.69893 -2.01443 -2.71332 0.232
H 2.41047 -3.24799 -0.24923 0.211
H 0.68242 1.08941 -5.61616 0.038
C 0.60408 -2.88849 2.39816 -0.417
H 1.55289 3.10677 2.82346 0.240
H 1.74472 -4.49988 -2.27855 0.216
H -0.62050 -0.29691 -5.19820 0.018
C -1.99603 2.68872 1.00043 0.204
C 1.17551 -1.10410 0.87299 -0.235
C 1.13575 -3.68163 -1.92431 -0.204
H -0.97391 0.02338 1.98867 0.187
H -0.29481 -3.89317 -3.49865 0.223
C -0.92784 -1.06824 2.04992 -0.418
N 0.26850 2.40657 0.14062 -0.663
S -2.87635 1.78409 -0.08677 -0.237
N -2.47396 3.34989 2.08401 -0.358
C -0.78920 -2.27581 -2.17328 -0.274
N -0.44383 1.71779 -2.59464 -0.728
N 0.45588 -1.48087 2.08418 -0.431
C -0.38571 3.66475 2.17050 0.346
H -1.42421 -1.38407 2.96521 0.209
C 0.76595 -1.89303 -0.35903 -0.140
H 0.05843 -3.54089 1.70383 0.177
H 1.24438 -0.32278 -4.38062 0.025
```


What is the formula in the first record? C24H25N6O2RbS3


2S+1 of number 6 (C3H6S3)? 1